1.
Entry from the Open Molecules 2025 dataset: a structure of composition C38H26Br2F5N5O2SSeSiTi (the ωB97M-V functional and the def2-TZVPD basis).

Calculated values
net charge	-1
2S+1	2
Kohn-Sham gap (spin up / spin down)	6.707 / 6.651	eV
E_tot	-312225.317	eV

Atoms and positions in Å:
Br1 -6.936 0.446 -1.908
Br2 -3.307 1.885 2.162
Se1 -0.620 -4.315 -0.365
Ti1 -0.558 -1.678 0.063
S1 -1.007 1.718 -2.246
Si1 1.855 -1.400 -0.987
F1 -3.397 -1.414 6.122
F2 -2.585 -2.529 1.607
F3 -0.753 -0.827 6.431
F4 -4.302 -2.261 3.691
F5 0.964 -1.083 4.373
O1 0.079 -1.946 1.923
O2 -1.499 -0.092 0.629
N1 -0.226 4.227 -2.819
N2 -1.970 -1.432 -1.591
N3 -0.380 -5.333 2.451
N4 0.130 3.725 -0.740
N5 0.700 1.835 0.513
C1 -0.751 -1.849 2.929
C2 4.038 -3.036 2.196
C3 -0.325 -1.410 4.188
C4 -3.378 -2.018 -3.418
C5 4.574 -4.196 1.657
C6 0.588 1.841 2.899
C7 -4.929 0.990 0.005
C8 -0.361 3.213 -1.917
C9 -4.244 -0.567 -1.712
C10 -0.449 -4.922 1.374
C11 -3.005 -1.989 3.860
C12 -0.962 -2.726 -3.388
C13 -4.420 -1.305 -2.904
C14 -0.597 4.097 -4.208
C15 0.862 1.229 1.686
C16 -2.678 0.069 0.096
C17 3.257 -2.200 1.412
C18 4.321 -4.509 0.329
C19 3.546 -3.661 -0.449
C20 3.915 2.825 -1.426
C21 2.529 1.059 -2.288
C22 0.099 3.137 2.884
C23 3.616 0.781 -0.191
C24 -0.096 3.772 1.669
C25 3.093 2.317 -2.426
C26 -2.118 -2.128 2.814
C27 3.001 -2.482 0.068
C28 0.235 3.063 0.521
C29 -5.217 0.280 -1.122
C30 -1.202 -1.265 5.247
C31 -2.547 -1.556 5.093
C32 4.184 2.043 -0.313
C33 0.319 5.344 -2.219
C34 -2.131 -2.051 -2.745
C35 -2.989 -0.664 -1.098
C36 0.532 5.036 -0.927
C37 2.755 0.270 -1.159
C38 -3.662 0.885 0.608
H1 -0.175 -1.987 -3.554
H2 2.053 -2.010 -2.351
H3 0.522 6.247 -2.766
H4 3.354 -3.924 -1.484
H5 2.801 -1.333 1.878
H6 5.168 -4.861 2.271
H7 -0.522 -3.505 -2.766
H8 4.354 3.811 -1.523
H9 -0.022 3.296 -4.672
H10 -5.377 -1.277 -3.407
H11 0.745 1.301 3.824
H12 1.882 0.693 -3.076
H13 4.720 -5.421 -0.101
H14 2.887 2.907 -3.314
H15 -5.668 1.639 0.451
H16 -0.396 5.043 -4.706
H17 4.203 -2.794 3.239
H18 0.990 5.601 -0.135
H19 -0.511 4.770 1.614
H20 -1.653 3.842 -4.288
H21 1.232 0.210 1.652
H22 3.852 0.186 0.689
H23 -0.147 3.646 3.807
H24 -3.474 -2.567 -4.344
H25 4.840 2.414 0.466
H26 -1.249 -3.169 -4.339

Forces on atoms 1 to 2 (eV/Å):
-0.02 0.01 0.00
0.04 -0.01 0.07

Löwdin analysis output, partial charges in e: 0.747, 0.825, 0.617, 0.674, 0.725, 0.659, 0.098, 0.060, 0.104, 0.115, 0.095, -0.217, -0.218, -0.136, 0.049, 0.042, 0.013, 0.174, -0.281, -0.089, -0.135, 0.003, -0.108, -0.040, -0.165, -0.729, -0.185, -0.797, -0.144, -0.046, -0.011, -0.060, -0.114, -0.438, -0.127, -0.103, -0.123, -0.117, -0.149, -0.083, -0.120, -0.030, -0.113, -0.137, -0.340, -0.268, -0.621, -0.143, -0.149, -0.103, -0.059, -0.301, -0.184, -0.054, -0.338, -0.587, 0.075, -0.032, 0.113, 0.085, 0.079, 0.091, -0.006, 0.089, 0.082, 0.079, 0.101, 0.077, 0.092, 0.092, 0.093, 0.085, 0.098, 0.119, 0.110, 0.079, 0.080, 0.084, 0.107, 0.111, 0.094, 0.080


2.
Entry from the Open Molecules 2025 dataset: a structure of composition C38H26BrClN5NbO6S2 (the ωB97M-V functional and the def2-TZVPD basis).

Calculated values
Kohn-Sham gap (spin up / spin down)	5.663 / 5.673	eV
E_tot	-165348.676	eV

Atoms and positions in Å:
Nb1 9.738 12.682 12.717
Br1 14.051 14.621 10.914
Cl1 14.898 7.091 13.420
S1 8.809 11.938 14.878
S2 9.500 10.304 12.172
O1 10.205 12.652 10.382
O2 12.708 9.100 16.427
O3 12.757 12.081 15.189
O4 14.862 9.671 16.174
O5 11.660 12.362 13.214
O6 10.732 14.382 11.770
N1 10.008 14.395 14.480
N2 13.511 10.450 12.090
N3 14.020 9.154 11.959
N4 5.380 22.075 14.679
N5 7.721 13.587 12.326
C1 7.363 17.687 15.090
C2 14.394 8.126 7.946
C3 11.127 14.731 15.160
C4 11.154 16.071 15.511
C5 14.406 9.773 9.712
C6 7.286 17.056 13.795
C7 6.414 17.680 12.876
C8 13.193 15.780 8.532
C9 10.104 8.132 13.920
C10 7.231 14.726 12.939
C11 9.247 15.616 14.291
C12 10.697 13.825 10.576
C13 9.538 9.707 16.237
C14 5.914 18.938 13.119
C15 5.796 14.735 12.717
C16 9.650 9.594 13.751
C17 13.629 9.505 14.171
C18 6.235 19.639 14.289
C19 12.731 15.054 9.580
C20 6.808 18.957 15.304
C21 14.087 7.113 8.940
C22 5.482 13.574 12.031
C23 11.248 15.293 7.204
C24 14.537 9.462 8.341
C25 14.236 8.735 10.593
C26 14.209 8.652 13.223
C27 14.254 7.359 10.215
C28 5.833 21.032 14.468
C29 9.418 10.368 14.893
C30 6.641 12.851 11.849
C31 9.998 16.641 14.987
C32 11.364 14.544 9.484
C33 13.301 10.635 13.392
C34 7.931 15.777 13.617
C35 12.495 15.890 7.366
C36 10.663 14.600 8.275
C37 12.594 11.754 14.022
C38 13.622 9.412 15.689
H1 10.646 15.473 6.354
H2 15.118 9.023 16.878
H3 11.086 8.076 14.368
H4 5.333 19.436 12.353
H5 14.437 7.910 6.878
H6 5.112 15.505 13.038
H7 11.828 16.661 16.090
H8 10.025 7.613 12.919
H9 9.511 10.513 16.983
H10 12.815 16.556 6.545
H11 7.810 17.228 15.961
H12 14.079 6.584 10.961
H13 6.158 17.121 11.951
H14 11.898 13.971 15.381
H15 14.156 16.388 8.628
H16 8.787 8.960 16.266
H17 14.347 10.774 10.122
H18 14.706 10.217 7.609
H19 9.599 14.170 8.206
H20 6.807 11.878 11.416
H21 13.820 6.066 8.669
H22 6.969 19.457 16.225
H23 9.393 7.638 14.660
H24 10.533 9.279 16.273
H25 9.737 17.707 15.092
H26 4.491 13.416 11.598

Forces on atoms 1 to 2 (eV/Å):
1.07 0.53 1.04
-1.06 0.15 -0.12

Löwdin analysis output, partial charges in e: 1.591, 0.766, 0.764, 0.734, 0.656, -0.102, 0.114, 0.102, 0.099, -0.292, -0.150, -0.099, 0.176, -0.035, 0.156, -0.127, 0.005, -0.054, -0.123, -0.059, -0.017, -0.152, -0.019, -0.184, -0.106, -0.253, -0.179, -0.553, -0.113, -0.019, -0.026, -0.741, -0.063, -0.233, -0.559, -0.029, -0.098, -0.091, -0.067, -0.059, -0.166, -0.570, -0.072, -0.155, -0.799, -0.131, -0.042, -0.145, -0.156, -0.011, -0.089, -0.010, -0.431, -0.442, 0.091, 0.150, 0.052, 0.121, 0.098, 0.104, 0.095, 0.082, 0.076, 0.120, 0.117, 0.081, 0.129, 0.105, 0.130, 0.070, 0.101, 0.094, 0.155, 0.090, 0.122, 0.116, 0.091, 0.048, 0.111, 0.107


Computed values of F_max (unit: eV/Å) for the preceding records, in sequence: 1.23 5.00.